ORCA calculation (ωB97M-V with the def2-TZVPD basis set) on the ion C9H12NO3 with charge -1.

```
25
C9H12NO3 (ωB97M-V with the def2-TZVPD basis set)
C 3.52 -0.02 -0.08
C 4.55 -0.64 0.03
C 2.35 0.84 -0.25
C 0.03 0.64 0.34
C 5.76 -1.41 0.18
C -2.73 1.56 -0.40
C -3.01 -0.82 -1.14
C -2.67 -0.30 1.29
C -2.31 0.11 -0.14
N 1.23 0.20 0.02
O 2.51 1.98 -0.71
O -0.30 1.41 1.23
O -0.92 -0.07 -0.40
H 6.33 -1.05 1.04
H 5.53 -2.47 0.34
H 6.38 -1.32 -0.71
H -2.20 2.21 0.28
H -2.48 1.84 -1.42
H -3.81 1.67 -0.25
H -2.70 -1.85 -0.97
H -2.74 -0.55 -2.15
H -4.09 -0.75 -1.02
H -2.36 -1.33 1.47
H -2.14 0.34 1.99
H -3.74 -0.21 1.45
```

Computed properties:
Structure (SMILES) ... CC#CC(=O)/N=C(\[O-])OC(C)(C)C
Orbital gap ... 7.980 eV
Energy above the lowest of the compared OMol25 structures with the same formula, charge and spin ... 0.0 kcal/mol
Total charge ... -1


ORCA calculation (ωB97M-V with the def2-TZVPD basis set) on a cluster of 2 separate species, C4H12N2 in total in a non-equilibrium geometry.

```
18
C4H12N2 (ωB97M-V with the def2-TZVPD basis set)
C -1.09 0.13 -1.63
C -1.53 0.65 -3.01
C -1.03 -0.38 -4.07
H -1.11 0.97 -0.92
H -1.73 -0.63 -1.18
H -0.08 -0.25 -1.71
H -2.61 0.67 -3.13
H -1.01 1.56 -3.29
H -1.23 -0.03 -5.08
H -1.59 -1.31 -3.91
H 0.02 -0.63 -3.93
N 1.34 -0.58 3.77
C 1.95 -0.01 4.90
N 2.97 0.70 4.84
H 0.43 -0.94 4.04
H 1.84 -1.23 3.19
H 1.33 -0.24 5.79
H 3.13 1.56 5.33
```

Computed properties:
Structure (SMILES) ... [H]/N=C/N.CCC
Orbital gap ... 10.042 eV
Energy above the lowest of the compared OMol25 structures with the same formula, charge and spin ... 34.6 kcal/mol


ORCA calculation (ωB97M-V with the def2-TZVPD basis set) on a structure of composition C23H28GeO7P2PdSe2.

```
64
C23H28GeO7P2PdSe2 (ωB97M-V with the def2-TZVPD basis set)
Pd 0.51 1.57 0.76
O 3.31 2.84 0.20
P 2.62 3.32 1.59
O 3.48 4.23 2.33
O 2.02 2.05 2.19
O 1.27 4.00 0.92
P -0.09 4.27 1.82
O -0.92 5.19 0.79
O 0.17 4.95 3.09
O -0.79 2.91 1.75
H 4.08 3.39 0.03
H -0.84 6.12 1.05
C -1.20 0.47 -4.60
Se 0.32 0.33 -2.99
C 0.21 2.26 -2.70
C -1.14 2.70 -2.16
Se -1.87 1.42 -0.87
C -3.16 2.64 -0.09
H -1.13 -0.49 -5.10
H -0.87 1.30 -5.21
H -2.16 0.62 -4.11
H 0.41 2.74 -3.66
H 1.01 2.52 -2.02
H -1.88 2.79 -2.96
H -1.06 3.66 -1.64
H -2.66 3.52 0.30
H -3.66 2.10 0.72
H -3.89 2.90 -0.85
C 0.93 0.08 -1.06
Ge 0.37 -1.45 0.04
C 0.27 -0.74 1.87
C 1.36 -0.95 2.73
C 1.37 -0.44 4.01
C 0.28 0.29 4.48
C -0.81 0.50 3.67
C -0.83 -0.02 2.37
C -1.33 -2.15 -0.57
C -2.41 -2.32 0.30
C -3.62 -2.81 -0.16
C -3.78 -3.15 -1.49
C -2.71 -3.02 -2.37
C -1.50 -2.53 -1.91
C 1.76 -2.81 -0.08
C 1.40 -4.16 -0.10
C 2.38 -5.15 -0.16
C 3.72 -4.80 -0.21
C 4.09 -3.46 -0.20
C 3.11 -2.47 -0.14
H 1.95 0.49 -0.99
H 2.22 -1.51 2.37
H 2.23 -0.60 4.64
H 0.31 0.71 5.47
H -1.65 1.09 4.01
H -1.71 0.14 1.76
H -2.30 -2.07 1.35
H -4.45 -2.94 0.53
H -4.73 -3.53 -1.85
H -2.82 -3.29 -3.41
H -0.67 -2.44 -2.60
H 0.36 -4.45 -0.06
H 2.08 -6.19 -0.18
H 4.48 -5.57 -0.27
H 5.13 -3.18 -0.24
H 3.41 -1.43 -0.13
```

Computed properties:
Orbital gap (spin up / spin down) ... 7.717 / 6.639 eV
2S+1 ... 5
Energy above the lowest of the compared OMol25 structures with the same formula, charge and spin ... 28.7 kcal/mol


ORCA calculation (ωB97M-V with the def2-TZVPD basis set) on the ion C3H9N2S with charge -1 in a non-equilibrium geometry.

```
15
C3H9N2S (ωB97M-V with the def2-TZVPD basis set)
C 0.41 -0.12 -0.52
C 0.80 0.70 0.79
S 1.83 -0.24 2.07
N -0.39 0.60 -1.44
C -1.51 -0.23 -1.96
N -2.55 -0.37 -0.94
H -0.03 -1.01 -0.07
H 1.43 -0.26 -0.93
H 1.18 1.77 0.59
H -0.09 0.80 1.42
H -0.92 1.40 -1.03
H -1.77 0.28 -2.90
H -1.16 -1.23 -2.17
H -3.38 -0.90 -1.16
H -2.16 -0.78 -0.12
```

Computed properties:
Structure (SMILES) ... NCNCC[S-]
Orbital gap ... 5.898 eV
Energy above the lowest of the compared OMol25 structures with the same formula, charge and spin ... 32.5 kcal/mol
Total charge ... -1


ORCA calculation (ωB97M-V with the def2-TZVPD basis set) on the molecule C5H6O3S2 in a non-equilibrium geometry.

```
16
C5H6O3S2 (ωB97M-V with the def2-TZVPD basis set)
C 0.85 1.35 0.36
C -0.29 0.52 0.89
C 0.21 -0.85 0.78
C 1.49 -0.78 0.06
C -1.47 0.38 -0.13
O 0.94 2.53 0.44
O 1.72 0.58 -0.24
O 1.65 -1.65 -1.05
S -1.16 0.19 -1.85
S -2.90 -0.38 0.66
H -0.70 1.04 1.86
H -0.09 -1.78 1.18
H 2.40 -1.13 0.80
H 1.71 -1.16 -1.81
H -0.27 1.16 -2.02
H -4.09 -0.02 0.07
```

Computed properties:
Orbital gap (spin up / spin down) ... 7.764 / 8.669 eV
2S+1 ... 3
Energy above the lowest of the compared OMol25 structures with the same formula, charge and spin ... 0.0 kcal/mol


ORCA calculation (ωB97M-V with the def2-TZVPD basis set) on a cluster of 2 separate species, C4H12N2O2 in total in a non-equilibrium geometry.

```
20
C4H12N2O2 (ωB97M-V with the def2-TZVPD basis set)
N 2.78 1.47 -1.03
C 1.36 0.82 -0.78
C 0.57 0.82 0.49
N -0.80 0.58 0.30
C -1.30 -0.12 -0.93
C -1.53 -1.68 -0.82
O 0.95 1.34 1.56
H 3.15 0.73 -1.62
H 3.43 1.40 -0.28
H 1.57 -0.35 -1.07
H 0.70 1.30 -1.51
H -1.46 0.79 1.10
H -2.38 0.20 -0.90
H -0.91 0.07 -1.91
H -2.30 -2.01 -1.46
H -0.71 -2.22 -1.06
H -1.87 -2.10 0.26
H -0.43 -0.66 2.54
H -0.06 0.14 3.70
O -0.75 -0.53 3.42
```

Computed properties:
Structure (SMILES) ... CCNC(=O)CN.O
Orbital gap ... 10.496 eV
Energy above the lowest of the compared OMol25 structures with the same formula, charge and spin ... 72.0 kcal/mol


ORCA calculation (ωB97M-V with the def2-TZVPD basis set) on a cluster of 2 separate species, C6H14O in total.

```
21
C6H14O (ωB97M-V with the def2-TZVPD basis set)
C -2.88 -0.52 1.33
C -1.96 0.66 -1.18
C -0.74 1.02 -0.80
C 0.46 0.12 -0.91
C 1.52 0.32 0.18
C 2.77 -0.50 -0.09
O 3.72 -0.20 0.92
H -3.75 -0.71 0.68
H -3.14 0.14 2.15
H -2.45 -1.46 1.68
H -2.17 -0.36 -1.51
H -2.84 1.27 -0.97
H -0.60 1.99 -0.32
H -2.15 -0.03 0.71
H 0.93 0.30 -1.89
H 0.13 -0.93 -0.92
H 1.82 1.38 0.23
H 1.13 0.06 1.17
H 2.52 -1.57 -0.10
H 3.17 -0.25 -1.09
H 4.51 -0.73 0.75
```

Computed properties:
Structure (SMILES) ... C=CCCCO.C
Orbital gap ... 10.314 eV
Energy above the lowest of the compared OMol25 structures with the same formula, charge and spin ... 38.9 kcal/mol


ORCA calculation (ωB97M-V with the def2-TZVPD basis set) on a structure of composition C72H57FGeOP3SiV.

```
137
C72H57FGeOP3SiV (ωB97M-V with the def2-TZVPD basis set)
V 0.12 -0.24 -0.08
F 2.23 -5.24 -0.44
Ge 1.55 -3.64 -0.15
C 0.14 -4.16 1.12
C 0.27 -5.49 1.54
C -0.75 -6.15 2.21
C -1.95 -5.49 2.45
C -2.09 -4.17 2.06
C -1.05 -3.48 1.45
P -1.34 -1.71 1.14
C -1.73 -1.00 2.78
C -1.79 -1.73 3.96
C -2.06 -1.10 5.16
C -2.28 0.27 5.21
C -2.21 1.01 4.04
C -1.93 0.38 2.84
C -2.91 -1.76 0.21
C -4.10 -1.24 0.70
C -5.27 -1.38 -0.04
C -5.25 -2.05 -1.26
C -4.06 -2.56 -1.75
C -2.89 -2.41 -1.02
C 0.82 -3.41 -1.95
C 0.31 -4.60 -2.47
C -0.09 -4.68 -3.80
C 0.05 -3.58 -4.63
C 0.55 -2.39 -4.12
C 0.91 -2.29 -2.78
P 1.43 -0.70 -2.06
C 3.24 -0.67 -2.20
C 3.92 0.49 -1.80
C 5.30 0.55 -1.85
C 6.03 -0.56 -2.28
C 5.36 -1.71 -2.67
C 3.98 -1.76 -2.64
C 0.84 0.49 -3.31
C -0.54 0.56 -3.51
C -1.08 1.41 -4.46
C -0.23 2.21 -5.22
C 1.14 2.14 -5.04
C 1.68 1.27 -4.10
C 3.20 -2.78 0.49
C 4.34 -3.57 0.33
C 5.54 -3.23 0.92
C 5.62 -2.12 1.75
C 4.50 -1.33 1.93
C 3.30 -1.62 1.26
P 1.87 -0.54 1.55
C 2.41 1.20 1.60
C 1.45 2.13 2.02
C 1.77 3.47 2.13
C 3.04 3.91 1.77
C 3.98 3.01 1.30
C 3.67 1.66 1.21
C 1.59 -0.94 3.33
C 1.61 -2.29 3.69
C 1.47 -2.69 5.01
C 1.31 -1.74 6.00
C 1.28 -0.39 5.66
C 1.43 0.00 4.34
H 1.17 -6.04 1.31
H -0.62 -7.17 2.53
H -2.77 -6.01 2.93
H -3.03 -3.67 2.25
H -1.59 -2.79 3.96
H -2.09 -1.69 6.07
H -2.49 0.75 6.15
H -2.37 2.08 4.06
H -1.88 0.98 1.93
H -4.13 -0.74 1.66
H -6.20 -0.98 0.34
H -6.17 -2.16 -1.82
H -4.04 -3.07 -2.70
H -1.96 -2.83 -1.41
H 0.24 -5.48 -1.84
H -0.50 -5.60 -4.19
H -0.23 -3.64 -5.67
H 0.64 -1.53 -4.77
H 3.36 1.35 -1.45
H 5.81 1.45 -1.54
H 7.11 -0.51 -2.32
H 5.92 -2.57 -3.01
H 3.47 -2.67 -2.95
H -1.20 -0.06 -2.92
H -2.15 1.46 -4.60
H -0.65 2.89 -5.96
H 1.80 2.75 -5.64
H 2.75 1.22 -3.98
H 4.28 -4.48 -0.26
H 6.41 -3.86 0.77
H 6.54 -1.88 2.26
H 4.55 -0.48 2.60
H 0.46 1.80 2.32
H 1.03 4.17 2.49
H 3.29 4.96 1.85
H 4.96 3.35 1.01
H 4.42 0.97 0.84
H 1.76 -3.06 2.93
H 1.50 -3.74 5.25
H 1.21 -2.04 7.04
H 1.16 0.36 6.43
H 1.43 1.06 4.12
O -1.20 0.97 -0.39
Si -1.81 2.47 -0.77
C -0.52 3.47 -1.70
C -0.90 4.51 -2.55
C 0.04 5.36 -3.11
C 1.39 5.20 -2.82
C 1.79 4.16 -1.99
C 0.84 3.31 -1.44
C -3.39 2.31 -1.73
C -4.24 3.42 -1.86
C -5.40 3.35 -2.62
C -5.74 2.17 -3.25
C -4.93 1.05 -3.12
C -3.77 1.12 -2.36
C -2.24 3.46 0.77
C -1.47 4.55 1.17
C -1.85 5.35 2.25
C -3.03 5.07 2.93
C -3.82 4.00 2.53
C -3.43 3.21 1.46
H -1.95 4.65 -2.79
H -0.28 6.16 -3.77
H 2.12 5.87 -3.25
H 2.84 4.02 -1.76
H 1.18 2.51 -0.79
H -3.99 4.35 -1.36
H -6.03 4.22 -2.71
H -6.65 2.11 -3.84
H -5.21 0.12 -3.59
H -3.17 0.23 -2.24
H -0.57 4.81 0.62
H -1.24 6.19 2.54
H -3.34 5.70 3.75
H -4.75 3.79 3.05
H -4.07 2.39 1.15
```

Computed properties:
Orbital gap (spin up / spin down) ... 7.341 / 6.762 eV
2S+1 ... 2
Total charge ... +1


ORCA calculation (ωB97M-V with the def2-TZVPD basis set) on a structure of composition C14H36F3O7PtS5 in a non-equilibrium geometry.

```
66
C14H36F3O7PtS5 (ωB97M-V with the def2-TZVPD basis set)
Pt 0.51 -0.25 0.42
C -1.90 1.78 -0.78
O -1.45 2.11 -2.10
O -1.25 0.75 -0.31
C -1.81 3.03 0.14
F -0.94 3.95 -0.29
F -3.00 3.66 0.24
F -1.43 2.71 1.40
C -2.28 3.02 -2.81
C -1.58 3.38 -4.10
H -2.06 4.19 -4.65
H -0.53 3.62 -3.89
H -1.60 2.52 -4.77
H -2.43 3.95 -2.24
H -3.27 2.58 -3.00
H -2.98 1.52 -0.88
C -2.86 -1.79 1.99
S -1.70 -1.07 3.13
O -0.46 -0.72 2.36
C -2.57 0.48 3.31
H -2.99 -1.23 1.07
H -3.81 -1.96 2.51
H -2.47 -2.79 1.81
H -2.73 0.87 2.30
H -2.00 1.24 3.85
H -3.56 0.38 3.76
C 3.45 2.11 2.56
S 1.82 2.62 2.03
O 1.39 1.65 0.98
C 0.90 2.13 3.48
H 3.48 1.05 2.79
H 3.87 2.73 3.35
H 4.10 2.34 1.71
H 1.19 1.15 3.84
H -0.12 2.05 3.09
H 0.87 2.85 4.30
C 4.03 -3.28 1.45
S 3.28 -1.83 2.21
O 2.39 -1.22 1.18
C 2.18 -2.74 3.30
H 4.49 -3.81 2.28
H 4.76 -2.92 0.73
H 3.26 -3.90 0.99
H 1.59 -2.04 3.88
H 2.78 -3.35 3.97
H 1.51 -3.33 2.66
C -0.22 -4.65 -1.63
S -0.79 -3.33 -0.54
O 0.26 -2.26 -0.59
C -2.11 -2.75 -1.61
H 0.01 -4.19 -2.59
H -1.05 -5.35 -1.69
H 0.65 -5.13 -1.18
H -1.67 -2.22 -2.45
H -2.81 -2.18 -1.00
H -2.68 -3.61 -1.97
C 1.92 1.88 -3.55
S 2.02 0.23 -2.87
O 1.64 0.37 -1.44
C 0.52 -0.34 -3.68
H 1.59 1.86 -4.59
H 2.87 2.40 -3.46
H 1.16 2.45 -3.01
H -0.27 0.34 -3.33
H 0.23 -1.32 -3.30
H 0.64 -0.39 -4.76
```

Computed properties:
Orbital gap (spin up / spin down) ... 8.012 / 8.354 eV
2S+1 ... 3
Energy above the lowest of the compared OMol25 structures with the same formula, charge and spin ... 0.0 kcal/mol
Total charge ... +1


ORCA calculation (ωB97M-V with the def2-TZVPD basis set) on a structure of composition C17H34HgO2P2 in a non-equilibrium geometry.

```
56
C17H34HgO2P2 (ωB97M-V with the def2-TZVPD basis set)
P 0.56 -2.27 1.28
P 0.20 1.72 0.76
C 0.55 -0.97 -0.08
C 1.25 0.39 0.05
H -0.48 -0.85 -0.43
H 1.07 -1.57 -0.83
H 2.15 0.27 0.68
H 1.54 0.74 -0.94
C -1.29 2.64 0.24
H -1.83 3.01 1.13
H -1.99 1.96 -0.28
H -1.00 3.47 -0.41
C 1.26 2.92 1.55
H 0.97 3.93 1.23
H 2.31 2.74 1.27
H 1.12 2.81 2.63
C -0.50 -3.58 0.57
H -0.46 -4.43 1.27
H -0.12 -3.90 -0.42
H -1.53 -3.22 0.49
C 2.25 -2.91 1.00
H 2.96 -2.06 1.03
H 2.29 -3.41 0.02
H 2.50 -3.63 1.79
Hg -1.01 0.05 2.07
C 0.44 1.39 -2.85
C -0.86 1.33 -2.57
C -1.87 0.58 -3.36
C -1.50 -0.86 -3.76
C -0.59 -1.58 -2.83
C 0.75 -1.63 -2.93
C 1.59 -0.74 -3.78
C 1.12 0.71 -4.00
C -0.06 -1.59 3.53
H 1.06 2.14 -2.35
H -1.30 2.09 -1.92
H -2.09 1.13 -4.30
H -2.81 0.57 -2.80
H -2.45 -1.40 -3.82
H -1.09 -0.83 -4.79
H -1.09 -2.22 -2.10
H 1.31 -2.48 -2.50
H 1.71 -1.20 -4.78
H 2.61 -0.72 -3.35
H 2.04 1.28 -4.23
H 0.50 0.72 -4.91
H 0.36 -0.75 4.15
H 0.76 -2.35 3.48
H -0.91 -2.04 4.04
C -1.69 2.39 5.82
C -1.19 1.68 4.59
O 0.05 1.60 4.39
O -2.12 1.19 3.81
H -0.85 2.82 6.37
H -2.22 1.71 6.50
H -2.39 3.19 5.57
```

Computed properties:
Orbital gap (spin up / spin down) ... 5.942 / 5.178 eV
Energy above the lowest of the compared OMol25 structures with the same formula, charge and spin ... 6.2 kcal/mol


Repeat the second record exactly.
ORCA calculation (ωB97M-V with the def2-TZVPD basis set) on a cluster of 2 separate species, C4H12N2 in total in a non-equilibrium geometry.

```
18
C4H12N2 (ωB97M-V with the def2-TZVPD basis set)
C -1.09 0.13 -1.63
C -1.53 0.65 -3.01
C -1.03 -0.38 -4.07
H -1.11 0.97 -0.92
H -1.73 -0.63 -1.18
H -0.08 -0.25 -1.71
H -2.61 0.67 -3.13
H -1.01 1.56 -3.29
H -1.23 -0.03 -5.08
H -1.59 -1.31 -3.91
H 0.02 -0.63 -3.93
N 1.34 -0.58 3.77
C 1.95 -0.01 4.90
N 2.97 0.70 4.84
H 0.43 -0.94 4.04
H 1.84 -1.23 3.19
H 1.33 -0.24 5.79
H 3.13 1.56 5.33
```

Computed properties:
Structure (SMILES) ... [H]/N=C/N.CCC
Orbital gap ... 10.042 eV
Energy above the lowest of the compared OMol25 structures with the same formula, charge and spin ... 34.6 kcal/mol